(1)
Density functional theory data (ωB97M-V with the def2-TZVPD basis set) for a cluster of 3 separate species, C29H61BrN3O2 in total at a distorted geometry.

Output
net charge: +1
E_LUMO: -2.4294 eV
highest occupied orbital energy: -9.66 eV
E: -109662.184 eV

Positions of all 96 atoms, in Å:
C 1.8432 4.3571 4.7358
C 1.0442 4.3336 3.6734
C 1.2427 3.3731 2.5280
C -0.0470 2.7645 1.9476
C -1.2897 2.7649 2.8062
C -2.4135 2.3552 1.8265
C -3.4853 1.3951 2.3248
C -1.7222 2.0573 0.4887
C -1.5348 0.5670 0.1977
C -0.9262 -0.3691 1.2705
C 0.5259 -0.7798 0.9959
N -0.4789 3.0006 0.4989
C 0.4516 2.4068 -0.5390
C 1.6370 3.2193 -1.0413
C 2.8954 2.9661 -0.2380
O 3.0979 1.9378 0.3262
O 3.7628 4.0115 -0.1595
C -1.0446 4.3306 0.0238
C -0.5758 5.7308 0.4625
C 0.8682 6.1153 0.7724
Br -1.7104 6.3127 1.9760
H 1.5751 4.9542 5.5960
H 2.7670 3.7940 4.7743
H 0.2149 5.0277 3.6528
H 1.7975 2.5362 2.9500
H 1.8995 3.7902 1.7737
H 0.2146 1.7108 1.8740
H -1.5577 3.7505 3.1749
H -1.1676 2.1281 3.6799
H -2.9509 3.2969 1.6841
H -4.0515 0.9336 1.5179
H -4.1728 1.9235 2.9795
H -3.0511 0.5830 2.9090
H -2.4535 2.3793 -0.2545
H -1.0330 0.3593 -0.7471
H -2.5542 0.2261 0.0106
H -1.5334 -1.2719 1.3056
H -0.9722 0.0963 2.2539
H 0.6932 -0.9547 -0.0666
H 1.2167 0.0128 1.2946
H 0.7989 -1.6553 1.5789
H 0.8539 1.4835 -0.1399
H -0.1844 2.2015 -1.3946
H 1.4480 4.2737 -1.2057
H 1.8617 2.8151 -2.0343
H 4.1146 4.2350 -1.0327
H -0.9702 4.2883 -1.0641
H -2.1115 4.3407 0.2132
H -0.9478 6.3824 -0.3228
H 1.0275 6.2149 1.8413
H 1.0667 7.1017 0.3566
H 1.6277 5.4456 0.3966
C -5.0321 -1.8008 -1.0857
C -5.2817 -2.3980 -2.4605
N -4.7865 -1.5568 -3.5360
C -5.2503 -1.9699 -4.8515
C -4.7949 -3.3327 -5.3848
C -3.3887 -1.1815 -3.4439
C -2.3374 -2.2993 -3.3808
H -5.4491 -0.7937 -1.0198
H -5.5020 -2.4144 -0.3170
H -3.9641 -1.7531 -0.8593
H -6.3590 -2.5111 -2.6001
H -4.8590 -3.4146 -2.4835
H -4.9694 -1.1931 -5.5674
H -6.3435 -1.9575 -4.8235
H -3.7547 -3.3212 -5.7080
H -5.3971 -3.6032 -6.2531
H -4.9171 -4.1246 -4.6454
H -3.2679 -0.5533 -2.5542
H -3.1663 -0.5214 -4.2864
H -2.6284 -3.0952 -2.6941
H -1.3866 -1.8933 -3.0252
H -2.1495 -2.7444 -4.3557
C 5.7842 -6.2228 -0.5335
C 5.2706 -4.7919 -0.4971
N 3.9472 -4.6745 0.0912
C 3.3383 -3.3774 -0.1179
C 3.9918 -2.1481 0.5295
C 3.7981 -5.2416 1.4207
C 4.7050 -4.7090 2.5388
H 5.0754 -6.8760 -1.0433
H 6.7307 -6.2586 -1.0731
H 5.9652 -6.6217 0.4647
H 5.2034 -4.4224 -1.5239
H 6.0188 -4.1620 0.0105
H 2.2945 -3.4385 0.2072
H 3.2960 -3.2116 -1.1998
H 3.8111 -2.1067 1.6034
H 3.5686 -1.2375 0.0968
H 5.0680 -2.1169 0.3611
H 3.9508 -6.3198 1.3435
H 2.7517 -5.1275 1.7161
H 5.7403 -4.6089 2.2110
H 4.6958 -5.4044 3.3797
H 4.3733 -3.7430 2.9177

=====

(2)
Density functional theory data (ωB97M-V with the def2-TZVPD basis set) for a cluster of 13 separate species, C29H61Cl24N4O2S2Si in total at a distorted geometry.

Output
net charge: +1
E_LUMO: -2.7947 eV
highest occupied orbital energy: -11.07 eV
E: -371189.342 eV

Positions of all 123 atoms, in Å:
C -2.5378 6.1395 -3.8388
O -1.2076 5.6634 -4.2503
C -1.1702 4.2060 -4.4454
N -1.3780 3.4095 -3.1384
C -2.6290 2.5818 -3.0813
C -2.1685 1.0090 -3.4090
O -3.3063 0.0786 -3.4963
Si -3.0734 -1.3496 -2.4934
C -3.8216 -1.1127 -0.6937
C -4.1858 -2.7517 -3.3012
C -1.2772 -2.0448 -2.4754
C -0.3928 3.5544 -2.2098
N 0.8609 4.3841 -2.3780
C 1.6364 4.1709 -1.0971
C 3.0897 4.8959 -0.8829
C 4.3304 4.2481 -1.7321
C 3.9398 2.9835 -2.6967
C 5.3768 2.1808 -2.9961
C 3.4282 3.4854 -4.2058
N 0.8077 3.2618 -0.2138
C 1.3880 2.8918 1.1331
C 2.5162 1.7056 0.9833
C 1.9079 0.1796 0.9488
S 2.7151 -0.8118 -0.4715
N -0.3748 2.9176 -0.8540
S -1.4432 1.9015 0.0513
H -2.3485 7.0750 -3.1275
H -3.1681 5.3700 -3.2193
H -3.0936 6.5720 -4.7848
H -1.8757 3.8156 -5.3161
H -0.0641 3.9467 -4.8124
H -3.3335 2.8962 -3.9812
H -3.2557 2.6738 -2.0896
H -1.6333 1.0377 -4.4757
H -1.3701 0.7421 -2.5954
H -3.1428 -0.4341 -0.0230
H -4.9033 -0.6222 -0.8080
H -4.0094 -2.1575 -0.1530
H -3.5897 -3.7841 -3.2535
H -4.2524 -2.4970 -4.4609
H -5.2354 -2.8443 -2.7838
H -0.9033 -1.9715 -1.3443
H -1.1793 -3.1630 -2.8640
H -0.5472 -1.3258 -3.0878
H 3.4411 4.9407 0.2569
H 2.9465 6.0326 -1.2174
H 4.7458 5.1047 -2.4447
H 5.2063 3.9490 -1.0169
H 3.2368 2.1818 -2.2154
H 5.8943 1.8396 -1.9763
H 6.1336 2.8394 -3.6233
H 5.0802 1.1848 -3.5466
H 3.9377 2.7360 -4.9829
H 2.2746 3.3698 -4.3629
H 3.8514 4.5531 -4.4882
H 0.6028 2.6255 1.9589
H 1.9775 3.8569 1.5152
H 3.2145 1.7608 1.9466
H 3.1904 1.8128 0.0046
H 0.7505 0.1131 0.7812
H 2.1652 -0.4555 1.9262
H 2.1745 -0.3116 -1.6664
H -1.1351 0.5605 -0.2283
C 5.0189 -1.5640 -5.6908
Cl 5.3233 0.0515 -6.3407
Cl 4.5473 -1.4866 -3.9889
H 4.2135 -2.0314 -6.2624
H 5.9297 -2.1611 -5.7808
C -1.1641 -3.3943 -6.1103
Cl -2.8351 -3.9486 -5.9502
Cl -0.0775 -4.3471 -5.0923
H -0.8543 -3.4951 -7.1533
H -1.1067 -2.3458 -5.8080
C 7.4695 0.5550 0.4865
Cl 5.9645 1.2194 1.1332
Cl 7.1642 -0.4345 -0.9463
H 8.1343 1.3786 0.2151
H 7.9430 -0.0643 1.2522
C -2.6984 -2.6446 2.8733
Cl -2.3940 -1.0290 2.2234
Cl -3.1700 -2.5671 4.5752
H -3.5038 -3.1119 2.3017
H -1.7876 -3.2416 2.7833
C -0.1238 -5.0949 6.0361
Cl -0.5428 -5.2289 4.3239
Cl -1.4862 -5.5588 7.0625
H 0.7219 -5.7537 6.2479
H 0.1507 -4.0602 6.2552
C -1.7484 1.5820 5.3930
Cl -1.5324 1.9809 3.6844
Cl -0.6016 2.4703 6.4035
H -2.7654 1.8448 5.6938
H -1.5881 0.5100 5.5311
C 4.5216 -0.6695 3.9590
Cl 3.0166 -0.0051 4.6057
Cl 4.2163 -1.6590 2.5263
H 5.1864 0.1541 3.6876
H 4.9951 -1.2888 4.7248
C 7.8199 -2.8560 3.8244
Cl 7.8518 -1.9905 2.2833
Cl 7.6293 -1.7363 5.1790
H 6.9816 -3.5569 3.8213
H 8.7580 -3.4033 3.9445
C -6.0257 0.7735 6.4997
Cl -4.8710 -0.4770 6.0223
Cl -5.1928 2.2141 7.0962
H -6.6328 1.0466 5.6332
H -6.6684 0.3807 7.2914
C -9.1323 -0.8581 4.0479
Cl -7.5877 -1.0726 3.2154
Cl -9.1884 0.6926 4.8949
H -9.9402 -0.8915 3.3130
H -9.2602 -1.6648 4.7738
C 0.9713 -5.7380 0.8486
Cl 2.1260 -6.9885 0.3712
Cl 1.8042 -4.2974 1.4451
H 0.3642 -5.4649 -0.0180
H 0.3286 -6.1308 1.6402
C -7.7628 -4.8446 3.4229
Cl -9.2679 -4.1802 4.0696
Cl -8.0681 -5.8340 1.9901
H -7.0980 -4.0209 3.1515
H -7.2893 -5.4639 4.1886

=====

What is the highest occupied orbital energy in the second record? -11.07 eV